Here is the molecule C3H6O4 at a distorted geometry from OMol25. Energies are from ωB97M-V/def2-TZVPD.

Output
**2S+1**: 1
**Energy**: -418.82001 Eh
**Energy above the lowest of the compared OMol25 structures with the same formula, charge and spin**: 2.020 eV
**Kohn-Sham gap**: 9.63 eV
**Molar mass**: 106.08 g mol⁻¹

CARTESIAN COORDINATES (ANGSTROEM)
C 0.577000 0.135714 -0.029743
C 1.179357 -1.002958 -0.106152
C -0.927879 0.252870 0.283774
O 2.473298 -0.988198 -0.563166
O -1.200292 -0.602388 1.421602
O -1.333316 1.462258 0.739623
O -1.633321 -0.155810 -0.860172
H 1.211797 1.004031 -0.342313
H 0.664429 -1.879477 0.118802
H 3.172785 -1.721196 -0.327299
H -1.566725 -0.065054 2.158910
H -1.941053 1.910005 0.032084
H -2.323890 -0.751147 -0.552066

Force components x, y, z for each atom (eV/Å):
-0.8 3.0 -0.4
1.8 -0.4 -0.1
1.2 -1.7 1.1
2.4 -1.8 0.2
-0.3 -0.4 -0.5
-1.9 3.3 -2.1
-0.1 0.0 0.5
-1.1 -0.5 0.5
-0.3 -1.8 0.3
-2.9 1.8 -0.3
0.4 -0.2 -1.1
1.8 -1.3 1.8
-0.2 0.0 0.0